[1]
{"formula": "C20H24N4O7PRuSTe", "method": "ωB97M-V with the def2-TZVPD basis set", "spin_multiplicity": 2, "homo_energy_ev": [-7.12, -7.12], "relative_energy_kj_mol": 237.9, "species": ["Ru", "O", "S", "O", "N", "C", "C", "C", "C", "C", "C", "C", "C", "N", "C", "C", "C", "C", "C", "C", "C", "H", "H", "H", "H", "H", "H", "H", "H", "H", "H", "H", "N", "N", "C", "O", "O", "H", "H", "H", "C", "C", "O", "P", "O", "Te", "O", "C", "C", "H", "H", "H", "H", "H", "H", "H", "H", "H", "H"], "coordinates": [[1.2929, 0.8394, 0.5419], [-1.5893, -0.5392, 0.3071], [-0.7252, -1.6841, 0.3600], [-0.9860, -2.6537, 1.3864], [0.8219, -1.1052, 0.4509], [1.8620, -1.9437, 0.6993], [1.7790, -3.3603, 0.6965], [2.8869, -4.0993, 1.0365], [4.0862, -3.4855, 1.3905], [4.2260, -2.0859, 1.3551], [5.4200, -1.4093, 1.6746], [5.4314, -0.0073, 1.6163], [4.3277, 0.6773, 1.1908], [3.1581, 0.0508, 0.8432], [3.1011, -1.3152, 0.9761], [-0.8652, -2.5288, -1.2273], [0.1468, -2.5381, -2.1658], [-0.0465, -3.2120, -3.3607], [-1.2429, -3.8582, -3.6126], [-2.2575, -3.8351, -2.6694], [-2.0652, -3.1707, -1.4699], [0.8372, -3.8365, 0.4816], [2.8250, -5.1755, 1.0476], [4.9313, -4.0733, 1.7068], [6.3039, -1.9605, 1.9493], [6.3242, 0.5427, 1.8717], [4.3558, 1.7533, 1.0771], [1.0817, -2.0360, -1.9695], [0.7431, -3.2327, -4.0953], [-1.3854, -4.3808, -4.5451], [-3.1923, -4.3346, -2.8647], [-2.8280, -3.1493, -0.7092], [1.8809, 2.9014, 0.8749], [1.9968, 3.1239, 2.2615], [1.1658, 2.3444, 3.1617], [0.9219, 2.8516, 4.2318], [0.8235, 1.2110, 2.7316], [2.7319, 3.2464, 0.4196], [1.0760, 3.4651, 0.4647], [2.0515, 4.1036, 2.5365], [-4.3625, 2.1909, 1.7447], [-3.0879, 1.6284, 1.1383], [-2.3129, 2.7085, 0.5913], [-1.3242, 2.6437, -0.6536], [-0.2874, 1.5633, -0.6426], [-0.4358, 4.8430, -0.6526], [-2.1403, 2.2979, -1.9806], [-3.0461, 3.2125, -2.5712], [-4.4620, 2.6765, -2.4862], [-4.9229, 1.3738, 2.1933], [-4.9833, 2.6673, 0.9875], [-4.1281, 2.9245, 2.5129], [-3.3059, 0.8974, 0.3559], [-2.4818, 1.1310, 1.9007], [-2.7385, 3.3305, -3.6150], [-2.9698, 4.1905, -2.0796], [-4.4967, 1.6793, -2.9163], [-5.1413, 3.3259, -3.0305], [-4.7793, 2.6151, -1.4489]]}

=====

[2]
{"formula": "C20H24N4RuS2", "method": "ωB97M-V with the def2-TZVPD basis set", "total_charge": 1, "spin_multiplicity": 2, "homo_energy_ev": [-10.27, -10.22], "relative_energy_kj_mol": 0.0, "species": ["Ru", "C", "N", "C", "C", "N", "C", "C", "C", "C", "C", "C", "C", "S", "C", "C", "C", "C", "C", "C", "S", "H", "H", "H", "H", "H", "H", "H", "H", "H", "H", "H", "H", "H", "H", "H", "H", "H", "H", "C", "N", "C", "C", "N", "C", "H", "H", "H", "H", "H", "H"], "coordinates": [[-0.4174, 0.3622, -0.2741], [-2.5467, -1.0752, 1.4579], [-1.2203, -0.4022, 1.5513], [-0.2274, -1.3617, 2.0847], [1.1641, -0.9166, 1.7332], [1.3280, -0.8742, 0.2475], [2.6517, -0.2860, -0.0430], [1.2403, -2.2284, -0.3117], [2.1908, -3.1961, -0.0176], [2.0651, -4.4735, -0.5416], [0.9850, -4.7865, -1.3571], [0.0354, -3.8227, -1.6501], [0.1640, -2.5381, -1.1281], [-1.0267, -1.2930, -1.5183], [-1.4091, 0.8247, 2.3506], [-1.2152, 0.8670, 3.7220], [-1.4914, 2.0316, 4.4239], [-1.9766, 3.1413, 3.7485], [-2.1732, 3.0956, 2.3774], [-1.8986, 1.9362, 1.6582], [-2.1567, 1.8862, -0.1003], [-2.8769, -1.3547, 2.4604], [-2.4609, -1.9581, 0.8299], [-3.2583, -0.3856, 1.0111], [-0.4351, -2.3232, 1.6153], [-0.3270, -1.5060, 3.1602], [1.9051, -1.5877, 2.1771], [1.3518, 0.0912, 2.1123], [3.4467, -0.8079, 0.4932], [2.6508, 0.7548, 0.2787], [2.8452, -0.3459, -1.1111], [3.0348, -2.9664, 0.6202], [2.8098, -5.2230, -0.3122], [0.8831, -5.7833, -1.7640], [-0.8097, -4.0578, -2.2848], [-0.8550, 0.0056, 4.2668], [-1.3311, 2.0648, 5.4925], [-2.1984, 4.0510, 4.2902], [-2.5419, 3.9639, 1.8474], [-0.3969, 3.1925, -4.9969], [0.1748, 2.5816, -3.8019], [1.4795, 2.6614, -3.3885], [1.5523, 1.9769, -2.2158], [0.3051, 1.4727, -1.9173], [-0.4959, 1.8666, -2.8902], [0.4121, 3.5809, -5.6082], [-1.0608, 4.0091, -4.7222], [-0.9445, 2.4476, -5.5689], [2.2239, 3.1969, -3.9502], [2.4023, 1.8391, -1.5777], [-1.5497, 1.6525, -2.9588]]}

=====

[3]
{"formula": "C20H24O7S", "method": "ωB97M-V with the def2-TZVPD basis set", "homo_energy_ev": -5.41, "relative_energy_kj_mol": 247.2, "species": ["C", "O", "C", "C", "C", "C", "C", "O", "C", "C", "C", "H", "H", "H", "H", "H", "H", "H", "H", "H", "H", "H", "C", "C", "O", "C", "C", "O", "C", "S", "C", "C", "C", "C", "C", "C", "O", "O", "O", "H", "H", "H", "H", "H", "H", "H", "H", "H", "H", "H", "H", "H"], "coordinates": [[4.0860, -1.4247, 1.4772], [3.3810, -0.1647, 1.4632], [2.0287, -0.1312, 1.5038], [1.4064, 1.1484, 1.5369], [0.0473, 1.2480, 1.7412], [-0.7548, 0.0949, 1.9681], [-2.1513, 0.2035, 2.2878], [-2.9380, -0.8223, 2.1140], [-4.3199, -0.6446, 1.7600], [-0.1427, -1.1674, 1.7492], [1.2135, -1.2921, 1.5419], [5.1330, -1.1249, 1.4684], [3.8660, -2.0044, 2.3815], [3.8536, -2.0161, 0.5843], [2.0449, 2.0258, 1.4045], [-0.4515, 2.2150, 1.6872], [-2.6232, 1.1672, 2.5223], [-4.7066, -1.6565, 1.6523], [-4.8542, -0.1022, 2.5462], [-4.3951, -0.1105, 0.8073], [-0.7920, -2.0363, 1.7265], [1.6466, -2.2868, 1.4106], [-0.0311, 3.8677, 4.2351], [-1.5221, 3.7021, 4.2984], [-1.7564, 2.8939, 5.4835], [-3.0091, 2.9284, 6.0183], [-3.3323, 1.5842, 6.6080], [-4.3783, 1.5050, 7.4281], [-4.5070, 2.5323, 8.4799], [-1.8258, 0.6882, 7.1695], [-2.6264, -0.5478, 8.2000], [-2.1771, -0.7548, 9.5019], [-2.9060, -1.6163, 10.3262], [-4.0411, -2.2682, 9.8342], [-4.4602, -2.0498, 8.5172], [-3.7622, -1.1638, 7.6998], [-1.0737, 0.0514, 6.1109], [-1.2432, 1.6360, 8.1033], [-3.7444, 3.9020, 6.1067], [0.2481, 4.1658, 3.2275], [0.2792, 4.6660, 4.9144], [0.4862, 2.9373, 4.4882], [-2.0598, 4.6542, 4.3997], [-1.9095, 3.1224, 3.4504], [-5.5297, 2.3990, 8.8271], [-3.7770, 2.3384, 9.2722], [-4.3457, 3.5121, 8.0271], [-1.3012, -0.2114, 9.8569], [-2.5724, -1.7727, 11.3521], [-4.6031, -2.9547, 10.4742], [-5.3267, -2.5612, 8.1002], [-4.0847, -0.9530, 6.6821]]}

=====

[4]
{"formula": "C20H25AlF3N3O3Se2", "method": "ωB97M-V with the def2-TZVPD basis set", "homo_energy_ev": -7.15, "species": ["Al", "O", "C", "C", "C", "O", "C", "Se", "C", "Se", "H", "H", "H", "H", "H", "H", "H", "H", "H", "H", "N", "C", "C", "N", "C", "H", "H", "H", "H", "F", "C", "F", "F", "C", "C", "C", "C", "C", "C", "C", "C", "H", "H", "H", "H", "C", "N", "C", "C", "O", "H", "H", "H", "H", "H", "H", "H"], "coordinates": [[-0.4910, -1.2325, -0.3011], [2.8578, 1.3481, 1.6488], [1.7813, 0.4354, 1.9082], [2.3476, -0.9693, 2.0784], [3.4202, -0.9652, 3.1946], [4.6526, -0.3694, 2.8507], [3.0023, -1.4833, 0.8002], [1.8561, -1.8222, -0.7610], [1.2679, -1.9410, 2.5901], [-0.6003, -1.6844, 2.0440], [2.5118, 2.1054, 1.1706], [1.0702, 0.4732, 1.0835], [1.2554, 0.7301, 2.8241], [3.6486, -2.0002, 3.4634], [2.9839, -0.4836, 4.0819], [4.4450, 0.4881, 2.4557], [3.4987, -2.4276, 1.0283], [3.7689, -0.7865, 0.4747], [1.2111, -1.8799, 3.6785], [1.5708, -2.9579, 2.3389], [-4.7596, -1.2466, 0.3230], [-4.7133, -0.5838, -0.8841], [-3.4027, -0.5497, -1.2297], [-2.6534, -1.1763, -0.2571], [-3.5009, -1.5810, 0.6613], [-5.5762, -1.4324, 0.8774], [-5.5949, -0.2019, -1.3653], [-2.9378, -0.0985, -2.0886], [-3.2438, -2.1041, 1.5676], [0.5214, 8.0655, -0.3053], [-0.4291, 7.5633, -1.1173], [-1.5995, 8.0804, -0.6908], [-0.2037, 8.0624, -2.3425], [-0.4452, 6.0638, -1.0973], [-0.2790, 5.3278, -2.2593], [-0.3022, 3.9430, -2.2077], [-0.4957, 3.2823, -0.9947], [-0.6624, 4.0395, 0.1708], [-0.6362, 5.4190, 0.1197], [-0.5161, 1.8516, -0.9259], [-0.5383, 0.6404, -0.8482], [-0.1266, 5.8325, -3.2030], [-0.1642, 3.3613, -3.1087], [-0.8142, 3.5281, 1.1122], [-0.7637, 5.9988, 1.0249], [-0.3402, -4.7045, -0.2451], [-0.2740, -4.6062, -1.7031], [0.2460, -5.7274, -2.4803], [-0.5354, -3.4717, -2.3114], [-0.8697, -2.4058, -1.7603], [-0.2332, -5.7501, 0.0302], [-1.3001, -4.3291, 0.1050], [0.4564, -4.1091, 0.2008], [-0.0525, -6.6562, -2.0011], [1.3343, -5.6883, -2.5313], [-0.1708, -5.7086, -3.4851], [-0.4826, -3.5056, -3.4024]]}